(1)
This record from OMol25 describes a 2-piece molecular cluster, CH6ClNOP overall in a non-equilibrium geometry. The level of theory is the ωB97M-V functional and the def2-TZVPD basis.

Element x y z (Å)
C1 -1.950 -0.065 -0.535
N1 -1.676 -0.991 0.304
O1 0.641 0.246 0.148
P1 1.972 0.780 0.300
Cl1 3.234 -0.512 -0.471
H1 -2.812 -0.311 -1.148
H2 -1.015 0.516 -0.796
H3 -2.446 -1.757 0.448
H4 2.482 1.103 1.597
H5 -0.734 -1.031 0.678
H6 2.303 2.022 -0.524

Results
F_max	0.0881	Eh/bohr
total charge	+1
LUMO level	-5.02	eV
HOMO-LUMO gap	10.23	eV
molecular weight	114.492	u

(2)
This record from OMol25 describes a single ClH2O3P molecule in a non-equilibrium geometry. The level of theory is the ωB97M-V functional and the def2-TZVPD basis.

Element x y z (Å)
O1 -1.127 -1.075 0.124
P1 -0.625 -0.070 -0.929
O2 0.921 -0.545 -1.026
O3 -0.461 1.382 0.147
Cl1 0.386 1.174 1.651
H1 -0.541 -1.078 0.989
H2 1.446 0.211 -0.956

Results
F_max	0.0782	Eh/bohr
LUMO level	-0.49	eV
SMILES	OP(O)OCl
HOMO-LUMO gap	10.12	eV
molecular weight	116.440	u

(3)
This record from OMol25 describes C33H46AsBiN6O6S2 as an isolated structure. The level of theory is the ωB97M-V functional and the def2-TZVPD basis.

Element x y z (Å)
Bi1 -0.135 -0.382 0.170
C1 0.872 1.781 3.457
C2 -0.396 2.338 3.009
C3 -1.166 1.274 2.543
C4 -0.308 0.062 2.604
C5 0.917 0.428 3.291
C6 1.934 -0.494 3.971
C7 1.497 -1.960 3.900
C8 2.012 -0.098 5.455
C9 3.337 -0.374 3.362
C10 -2.643 1.154 2.108
C11 -3.106 -0.315 2.062
C12 -2.911 1.743 0.705
C13 -3.563 1.819 3.147
C14 -0.664 3.837 3.261
C15 -1.330 4.006 4.639
C16 0.660 4.631 3.328
C17 -1.506 4.523 2.176
H1 1.644 2.360 3.950
H2 -0.758 -0.904 2.842
H3 0.544 -2.112 4.418
H4 2.247 -2.594 4.380
H5 1.392 -2.277 2.866
H6 1.014 -0.060 5.899
H7 2.478 0.883 5.576
H8 2.610 -0.831 6.007
H9 3.330 -0.659 2.310
H10 4.033 -1.032 3.896
H11 3.705 0.651 3.434
H12 -2.562 -0.923 1.333
H13 -4.154 -0.340 1.759
H14 -3.029 -0.788 3.044
H15 -2.548 1.075 -0.084
H16 -2.420 2.700 0.551
H17 -3.987 1.873 0.552
H18 -3.331 1.448 4.149
H19 -4.607 1.577 2.924
H20 -3.472 2.902 3.152
H21 -0.678 3.602 5.419
H22 -2.287 3.490 4.705
H23 -1.495 5.068 4.849
H24 1.221 4.408 4.239
H25 0.429 5.699 3.344
H26 1.305 4.443 2.468
H27 -2.507 4.110 2.086
H28 -1.015 4.453 1.200
H29 -1.614 5.583 2.422
C18 0.113 -1.482 -5.655
C19 -1.003 -1.845 -4.750
N1 -2.246 -1.949 -5.065
N2 -2.868 -2.221 -3.872
C20 -2.047 -2.297 -2.820
S1 -2.454 -2.578 -1.217
N3 -0.829 -2.074 -3.394
N4 0.364 -2.088 -2.688
H30 -0.283 -1.293 -6.649
H31 0.857 -2.278 -5.709
H32 0.595 -0.579 -5.276
H33 -3.863 -2.337 -3.838
H34 0.978 -2.794 -3.074
H35 0.801 -1.173 -2.791
O1 1.271 2.809 0.373
As1 2.618 1.673 0.331
O2 3.038 2.080 -1.414
O3 1.861 0.099 0.084
C21 2.399 3.123 -2.046
C22 3.020 4.370 -2.049
C23 2.419 5.456 -2.663
C24 1.182 5.326 -3.279
C25 0.549 4.096 -3.284
C26 1.149 2.998 -2.679
S2 0.250 1.473 -2.705
O4 1.214 0.394 -2.872
O5 -0.718 1.574 -3.771
O6 -0.424 1.387 -1.363
H36 0.817 2.763 1.235
H37 3.967 4.463 -1.534
H38 2.915 6.420 -2.646
H39 0.710 6.181 -3.747
H40 -0.410 3.951 -3.767
N5 0.483 -4.878 0.951
C27 -0.110 -3.667 1.003
N6 0.680 -2.708 0.601
C28 1.882 -3.324 0.234
C29 3.060 -2.788 -0.290
C30 4.097 -3.666 -0.545
C31 3.977 -5.042 -0.294
C32 2.810 -5.585 0.206
C33 1.768 -4.699 0.460
H41 0.057 -5.746 1.213
H42 -1.129 -3.527 1.334
H43 3.136 -1.726 -0.486
H44 5.025 -3.282 -0.951
H45 4.819 -5.692 -0.499
H46 2.713 -6.649 0.387

Results
F_max	0.0161	Eh/bohr
LUMO level	0.20	eV
HOMO-LUMO gap	7.83	eV
molecular weight	970.803	u

(4)
This record from OMol25 describes a 14-piece molecular cluster, C6H43N2O13 overall in a non-equilibrium geometry. The level of theory is the ωB97M-V functional and the def2-TZVPD basis.

Element x y z (Å)
N1 -2.187 1.059 -2.907
C1 -0.830 0.468 -2.636
C2 -0.693 -0.823 -3.399
C3 -0.635 0.240 -1.122
N2 -0.999 1.380 -0.283
C4 0.125 1.923 0.506
C5 0.682 0.984 1.577
C6 -0.245 0.859 2.781
H1 -2.895 0.596 -2.353
H2 -2.423 0.914 -3.894
H3 -2.130 2.139 -2.742
H4 -0.103 1.208 -2.950
H5 -0.764 -0.678 -4.478
H6 0.289 -1.263 -3.248
H7 -1.416 -1.579 -3.121
H8 0.406 -0.033 -0.967
H9 -1.234 -0.618 -0.837
H10 -1.721 1.110 0.366
H11 0.899 2.221 -0.183
H12 -0.239 2.829 1.002
H13 1.646 1.370 1.893
H14 0.858 0.001 1.127
H15 -0.446 1.844 3.210
H16 -1.206 0.415 2.501
H17 0.201 0.260 3.564
H18 2.850 1.480 -1.202
H19 3.684 2.772 -1.374
O1 2.790 2.467 -1.248
H20 2.002 -2.377 0.729
H21 0.713 -2.742 0.042
O2 1.632 -2.468 -0.175
H22 -3.011 -0.515 3.544
H23 -2.895 -1.386 2.200
O3 -2.380 -0.911 2.907
H24 -0.965 -1.811 3.251
H25 -0.342 -2.895 4.208
O4 -0.232 -2.490 3.342
H26 3.359 -0.768 1.673
H27 4.539 0.295 1.712
O5 3.998 -0.260 1.143
H28 2.240 0.241 -2.912
H29 2.480 0.477 -4.426
O6 1.812 0.591 -3.725
H30 -4.104 0.341 5.531
H31 -4.702 0.968 4.243
O7 -4.235 0.206 4.585
H32 1.620 3.261 -2.377
H33 1.344 2.651 -3.728
O8 1.033 3.375 -3.147
H34 2.445 -1.133 -1.076
H35 3.575 -0.217 -0.612
O9 2.992 -0.366 -1.374
H36 -0.628 -3.323 1.770
H37 -0.674 -4.500 0.748
O10 -0.814 -3.549 0.818
H38 -2.475 -2.844 0.593
H39 -4.029 -2.897 0.704
O11 -3.288 -2.281 0.627
H40 2.877 -2.664 3.004
H41 1.441 -2.012 2.860
O12 2.352 -2.019 2.494
H42 -0.623 3.583 -2.788
H43 -1.450 3.433 -1.511
O13 -1.558 3.561 -2.457

Results
F_max	0.0313	Eh/bohr
total charge	+1
LUMO level	-2.20	eV
HOMO-LUMO gap	9.48	eV
molecular weight	351.411	u

(5)
This record from OMol25 describes a single C3H4O3 molecule in a non-equilibrium geometry. The level of theory is the ωB97M-V functional and the def2-TZVPD basis.

Element x y z (Å)
O1 -0.182 1.802 0.170
C1 -0.956 0.958 -0.134
C2 -0.566 -0.525 0.037
O2 -1.564 -1.265 -0.103
C3 0.893 -0.848 0.250
O3 2.045 -0.108 -0.285
H1 -2.014 0.910 -0.473
H2 0.597 -0.634 1.338
H3 1.121 -1.965 0.102
H4 1.681 0.738 -0.138

Results
F_max	0.0856	Eh/bohr
LUMO level	-0.75	eV
SMILES	O=CC(=O)CO
HOMO-LUMO gap	9.24	eV
molecular weight	88.062	u

(6)
This record from OMol25 describes an isolated ion of composition C3H10N2S2 and charge -1 in a non-equilibrium geometry. The level of theory is the ωB97M-V functional and the def2-TZVPD basis.

Element x y z (Å)
S1 -0.633 0.475 -3.632
S2 -1.897 -0.186 -2.112
C1 -1.169 0.741 -0.671
C2 0.036 -0.196 -0.024
C3 -0.187 -0.271 1.488
N1 0.613 -1.235 2.194
N2 1.204 0.549 -0.319
H1 0.524 0.812 -2.945
H2 -1.868 0.998 0.190
H3 -0.931 1.785 -0.792
H4 -0.087 -1.279 -0.408
H5 -1.243 -0.479 1.589
H6 -0.044 0.670 1.972
H7 1.289 -1.975 1.740
H8 1.004 -0.919 3.078
H9 1.338 0.485 -1.378
H10 2.050 0.024 0.031

Results
F_max	0.0768	Eh/bohr
total charge	-1
LUMO level (spin up / spin down)	3.41 / 3.40	eV
HOMO-LUMO gap (spin up / spin down)	3.07 / 7.09	eV
molecular weight	138.261	u
multiplicity	2